{"formula": "C3H9NS2", "method": "ωB97M-V/def2-TZVPD", "orbital_gap_ev": 8.815, "de_lowest_ev": 0.495, "energy_ha": -970.81352, "total_charge": 0, "smiles": "C[C@@H](N)CSS", "homo_energy_ha": -0.3106, "symbols": ["H", "S", "H", "H", "H", "N", "H", "H", "H", "H", "C", "C", "C", "S", "H"], "coordinates": [[2.2302, 2.5345, -0.3179], [-1.1982, -2.2408, -1.0062], [0.4299, 1.0996, -1.2711], [3.1084, 1.0088, -0.0912], [1.3509, 0.2897, 1.5571], [0.3659, 2.1281, 1.5475], [-0.6501, -1.9416, -2.1840], [1.1593, -0.3535, -0.7033], [-0.4535, 2.3889, 1.0108], [-0.0243, 1.7157, 2.3857], [2.4464, 1.7349, 0.3937], [1.1494, 1.0791, 0.8334], [0.4818, 0.4559, -0.3949], [-1.0481, -0.4153, 0.0391], [2.9822, 2.1612, 1.2398]], "nbo_charge": [0.2059, -0.1356, 0.2201, 0.1990, 0.1940, -0.8366, 0.1288, 0.2315, 0.3536, 0.3610, -0.6042, -0.0633, -0.5525, 0.0739, 0.2243]}

=====

{"formula": "C3H12N4O", "method": "ωB97M-V/def2-TZVPD", "orbital_gap_ev": 8.460, "de_lowest_ev": 6.568, "energy_ha": -415.55552, "total_charge": 0, "homo_energy_ha": -0.2931, "symbols": ["H", "H", "O", "C", "H", "N", "H", "H", "H", "N", "H", "N", "H", "H", "H", "H", "C", "N", "H", "C"], "coordinates": [[-0.2578, -1.5398, -1.9960], [-3.1008, -0.3629, 1.2216], [0.1230, 0.4811, -1.9699], [2.0565, 1.0667, 0.1937], [0.0932, 1.2586, 1.1176], [-0.2450, -0.6408, -0.0490], [-1.8000, 0.0497, -0.9841], [-2.3624, 1.0756, 0.8808], [2.3267, 0.1494, 0.7162], [-1.6888, -0.5442, -0.1592], [0.2195, 2.0617, -0.4808], [-2.2164, 0.0783, 1.0069], [2.4849, 1.0596, -0.8058], [2.4967, 1.9034, 0.7521], [1.3446, -1.0743, -1.3331], [-0.3549, -2.5150, 0.6101], [0.3030, -0.7387, -1.4789], [0.1525, -1.6593, 0.8404], [-0.1565, -1.3745, 1.7664], [0.5820, 1.2654, 0.1510]], "nbo_charge": [0.1467, 0.3662, -0.8317, -0.6918, 0.1738, -0.0460, 0.3790, 0.3473, 0.2314, -0.3510, 0.2258, -0.6956, 0.2415, 0.2352, 0.1318, 0.3569, 0.1059, -0.6623, 0.3651, -0.0283]}

=====

{"formula": "CsH28O18P", "method": "ωB97M-V/def2-TZVPD", "orbital_gap_ev": 1.818, "energy_ha": -1732.62264, "total_charge": -2, "homo_energy_ha": 0.0119, "symbols": ["O", "H", "H", "O", "O", "H", "O", "H", "H", "O", "O", "H", "O", "O", "H", "H", "H", "H", "Cs", "H", "H", "O", "H", "H", "O", "O", "H", "H", "H", "H", "H", "P", "H", "H", "H", "O", "O", "O", "H", "O", "H", "O", "H", "H", "O", "O", "H", "H"], "coordinates": [[4.6563, 2.8239, -0.4123], [0.1986, -3.0445, 4.2793], [-2.0810, -3.4914, -2.3226], [-1.4688, 1.2868, 5.0266], [-3.4208, -2.5183, 1.6419], [-1.1088, 0.8961, 5.8228], [3.2984, 1.6247, 4.0053], [1.0503, -3.7770, 1.1630], [-3.0054, 2.7579, 2.5843], [-0.6444, -0.6464, -0.7151], [-2.2215, -4.3114, -2.7960], [-2.2289, 3.0846, 1.3265], [0.8083, 0.1821, 1.2941], [-1.8451, -0.6143, -4.8561], [2.7220, -2.6341, -2.8873], [2.1604, 1.3064, -5.5003], [4.1092, 2.2153, -0.9087], [-2.7675, -2.0918, 1.0872], [6.0836, -1.6618, -0.4774], [-1.5494, 2.1635, -4.2726], [3.0012, 2.5330, 3.9517], [0.1399, 1.8600, -0.2112], [-0.9870, 0.8667, 4.3141], [0.8528, 3.7168, 2.2535], [2.7742, -3.5897, -2.9076], [0.4623, -4.0997, 0.4800], [-3.9581, 0.0931, -0.9847], [-2.3410, -1.4061, -5.0642], [-4.1865, -1.9459, 1.5942], [4.4533, 2.6365, 0.5042], [2.1121, -3.8797, -2.2802], [0.5065, 0.3995, -0.2459], [2.6481, 1.1296, 3.5072], [-1.6446, -0.6947, -3.9236], [1.1672, -1.9039, 4.0492], [-4.8893, 0.3122, -1.0191], [1.0056, 4.3219, 2.9793], [2.8853, 1.4916, -4.9033], [-1.0404, 2.8887, -3.0451], [1.0509, -2.7077, 4.5558], [0.3202, 4.1133, 3.6140], [1.7529, 0.1125, -1.1051], [-2.0833, -4.9942, -2.1396], [0.0049, -3.3187, 0.1685], [-1.3463, 3.0376, -3.9397], [-3.1087, 3.1151, 1.7023], [-4.9160, 1.2633, -0.9150], [2.6183, 1.0986, -4.0723]], "nbo_charge": [-0.9737, 0.4730, 0.4920, -0.9569, -0.9681, 0.4595, -0.9817, 0.4702, 0.4640, -1.3328, -0.9585, 0.5014, -1.2645, -0.9634, 0.4901, 0.4654, 0.4973, 0.5023, 0.6559, 0.4717, 0.4768, -1.2509, 0.4968, 0.5087, -0.9793, -0.9863, 0.4977, 0.4613, 0.4640, 0.4748, 0.4880, 2.4835, 0.5009, 0.5002, 0.4916, -0.9694, -0.9732, -0.9647, 0.5007, -0.9677, 0.4639, -1.2638, 0.4658, 0.5105, -0.9746, -0.9669, 0.4706, 0.4978]}

=====

{"formula": "C3H8NO", "method": "ωB97M-V/def2-TZVPD", "orbital_gap_ev": 11.295, "de_lowest_ev": 0.062, "energy_ha": -248.83362, "total_charge": 1, "smiles": "C[C@@H]([NH3+])C=O", "homo_energy_ha": -0.5622, "symbols": ["O", "H", "H", "C", "H", "H", "C", "C", "N", "H", "H", "H", "H"], "coordinates": [[2.2975, 0.1262, 0.0658], [-0.6118, -1.1233, 1.6561], [1.0342, -0.9332, 1.4296], [1.3280, 0.7095, -0.3088], [0.1148, -1.7141, 0.2900], [-1.9621, 0.8865, -0.6979], [-0.0649, 0.3629, 0.2345], [-1.1053, 0.2404, -0.8624], [0.1196, -0.9473, 0.9646], [-0.3057, 1.0956, 1.0029], [-1.4814, -0.7819, -0.9425], [-0.7118, 0.5082, -1.8345], [1.3488, 1.5706, -0.9976]], "nbo_charge": [-0.4803, 0.4490, 0.4665, 0.4318, 0.4454, 0.2622, -0.1575, -0.6483, -0.6711, 0.2542, 0.2314, 0.2515, 0.1654]}

=====

{"formula": "C6H13O3Yb", "method": "ωB97M-V/def2-TZVPD", "orbital_gap_ev": [7.327, 6.533], "de_lowest_ev": 3.715, "energy_ha": -1619.94323, "total_charge": 2, "multiplicity": 2, "homo_energy_ha": [-0.5915, -0.5916], "s2": 0.754, "symbols": ["H", "O", "H", "H", "O", "Yb", "H", "C", "H", "H", "O", "H", "H", "H", "C", "C", "H", "H", "C", "C", "H", "C", "H"], "coordinates": [[-2.4967, 1.6113, 0.9397], [-2.1536, -0.1308, -0.2913], [2.1084, -0.7862, 1.3385], [-0.6586, 1.0269, 1.0158], [2.9830, -1.0274, -0.5387], [2.2841, 1.5964, -1.4833], [-0.4393, 2.2546, -0.5224], [-0.5942, 1.2078, -0.1961], [3.7553, 0.5124, 0.6386], [4.5512, 0.1567, -1.0504], [0.5403, 0.4291, -0.5635], [-3.3589, -1.7320, -0.0020], [0.4212, -1.5191, -1.1334], [-3.2181, -0.6249, 1.4041], [-2.0494, 1.3865, -0.0389], [3.6923, 0.0945, -0.3756], [-4.2110, -0.1651, -0.0322], [-0.1661, -1.1707, 0.5562], [-3.2980, -0.6826, 0.3062], [0.5941, -0.9611, -0.2047], [-2.1842, 2.2387, -0.7366], [1.9343, -1.3177, 0.3933], [1.9641, -2.3975, 0.5768]], "nbo_charge": [0.2235, -0.5710, 0.2095, 0.2123, -0.3890, 1.8394, 0.1499, -0.1072, 0.2232, 0.2372, -0.6568, 0.2151, 0.2298, 0.1745, -0.0648, -0.3517, 0.1998, 0.2556, -0.2608, -0.1070, 0.1911, -0.1202, 0.2677]}

=====

{"formula": "C17H19Cl2N5O6S5Ti", "method": "ωB97M-V/def2-TZVPD", "orbital_gap_ev": [5.877, 5.872], "de_lowest_ev": 0.591, "energy_ha": -5145.61024, "total_charge": -1, "multiplicity": 2, "homo_energy_ha": [-0.1420, -0.1419], "s2": 0.755, "symbols": ["C", "H", "N", "H", "H", "O", "H", "C", "O", "C", "C", "N", "H", "S", "H", "C", "C", "C", "Cl", "N", "C", "N", "H", "O", "H", "C", "S", "C", "O", "H", "H", "C", "C", "O", "H", "C", "C", "S", "Ti", "Cl", "N", "H", "H", "H", "S", "C", "O", "H", "H", "S", "H", "C", "C", "H", "H"], "coordinates": [[2.2285, 4.3470, -5.3145], [-1.4521, -2.8054, 2.6534], [3.2904, -0.6990, 3.0525], [-2.5307, -2.0807, 0.6234], [4.0229, -0.6629, 2.3598], [-1.5512, 0.2275, -2.9093], [1.2186, -1.4337, 4.9191], [0.7746, -1.5734, 0.2595], [0.2475, 1.3851, 0.4440], [-4.3648, 1.0707, -0.7345], [-3.2700, 1.8314, 1.2782], [-1.6599, -1.9345, 0.1261], [-0.3986, -1.0881, 4.3541], [2.9519, 2.8799, -4.8026], [-5.4021, 1.7884, 1.0024], [-3.1105, 0.8273, -1.2799], [0.7892, 3.3142, -3.3790], [-4.4383, 1.5807, 0.5539], [3.1914, -2.4363, -4.9441], [1.0443, -0.1129, 3.3048], [-0.5467, -1.7443, 1.0431], [2.4409, 1.2386, 2.0993], [-5.2391, 0.8575, -1.3336], [-3.7377, -0.0876, -3.3738], [-3.2758, 2.2295, 2.2829], [-2.0729, 1.5561, 0.6526], [-0.4486, 3.1706, -2.1656], [-2.8176, 0.2622, -2.6640], [-0.5238, 2.0004, 2.4560], [0.3526, 0.6265, 3.1222], [-0.7046, -0.7727, 1.5273], [-0.4694, -2.7966, 2.1633], [2.2430, 0.1190, 2.7918], [1.8266, -1.8538, 0.8461], [3.0351, -1.6491, 3.2641], [1.8088, 2.4486, -3.5585], [0.6066, -2.6371, 3.2408], [0.7965, 4.7009, -4.4378], [-0.1629, 0.7077, -1.5419], [0.3644, -2.2665, -4.1479], [-2.0214, 1.0615, -0.5756], [-1.5093, -2.7106, -0.5068], [1.6053, 1.6985, 1.7309], [3.2193, 1.2588, 1.4610], [2.8589, 5.3334, -6.4986], [2.0273, -2.4417, -3.5977], [0.6992, -1.1030, -0.9206], [2.2538, -1.6002, -2.9550], [0.4646, -3.4109, 4.0018], [2.0667, 0.9965, -2.6246], [2.1307, -3.3923, -3.0898], [-0.6760, 1.6884, 1.2619], [0.6129, -1.3149, 4.0148], [-0.3581, -3.7789, 1.6937], [1.5698, -2.8197, 2.7708]], "nbo_charge": [-0.5711, 0.1871, -0.7811, 0.3558, 0.4045, -0.7511, 0.1959, 0.8171, -0.7485, -0.2013, -0.2092, -0.8238, 0.2134, 0.4848, 0.2148, 0.1395, -0.3950, -0.1721, -0.0600, -0.5946, -0.1534, -0.7696, 0.2432, -0.6168, 0.2371, 0.0934, -0.2927, 0.7719, -0.7248, 0.4574, 0.1905, -0.3985, 0.7149, -0.7326, 0.4039, -0.4167, -0.4164, 0.4811, 1.4348, 0.0045, -0.4669, 0.3721, 0.4539, 0.4062, -0.1984, -0.3887, -0.7762, 0.2539, 0.2034, -0.2756, 0.2069, 0.7782, -0.2258, 0.2095, 0.2315]}

=====

{"formula": "C43H65AsBaGeN6OS", "method": "ωB97M-V/def2-TZVPD", "orbital_gap_ev": 8.008, "de_lowest_ev": 1.483, "energy_ha": -6817.26238, "total_charge": 2, "homo_energy_ha": -0.4488, "symbols": ["H", "H", "C", "C", "H", "N", "C", "C", "H", "H", "H", "H", "Ge", "H", "H", "C", "As", "H", "C", "C", "H", "H", "H", "C", "C", "H", "H", "C", "H", "H", "C", "H", "H", "H", "C", "C", "C", "C", "C", "H", "N", "C", "N", "C", "O", "H", "H", "H", "H", "C", "C", "H", "H", "C", "H", "H", "H", "H", "C", "H", "C", "H", "H", "H", "H", "C", "H", "H", "H", "C", "H", "H", "H", "H", "C", "C", "H", "H", "C", "H", "C", "H", "C", "C", "C", "H", "N", "C", "H", "H", "H", "H", "C", "H", "H", "C", "C", "Ba", "H", "H", "H", "C", "C", "C", "H", "C", "C", "H", "H", "H", "S", "C", "H", "H", "H", "N", "C", "H", "N"], "coordinates": [[-3.5398, 1.4806, -0.8558], [-3.0834, -2.1964, -2.5852], [0.3135, -3.1230, -0.7903], [1.7453, 3.5121, 3.7573], [3.0188, 1.9216, 6.4618], [-3.1363, 1.6635, 0.0607], [0.6629, 6.1695, 0.3689], [3.0854, 5.0083, -1.0331], [0.5648, 1.7641, -6.9461], [-1.3931, 4.0791, -1.3129], [-4.6064, -0.5413, -0.1173], [3.0329, -3.6110, 1.1910], [0.0667, -1.4934, -3.3904], [0.2944, 2.7211, 2.4190], [-1.0724, 2.3676, -7.1862], [-1.1606, 4.8919, -0.6311], [-0.4580, -0.0427, 3.3539], [-5.4648, 0.2987, -3.9903], [1.0900, -3.5829, 0.2761], [-1.5184, -2.3419, -4.1421], [-1.0847, -3.5910, 6.6894], [-3.0088, 0.0457, -3.6768], [-3.1411, -2.0908, 0.8591], [-0.7524, 1.4046, -5.2624], [1.5650, 1.0897, 5.1325], [-3.5969, -2.9038, -4.0880], [2.3239, -4.2651, 4.1936], [-1.1118, -3.5346, -0.8077], [2.7537, -1.5282, -2.5093], [-1.5165, 5.8247, -1.0670], [-1.8291, 0.0245, 4.7254], [-4.4364, 1.6441, 6.1382], [0.4800, 2.3335, -3.7811], [4.1101, 2.9884, 0.1147], [-2.5057, -5.5886, -1.2384], [-0.0112, 0.3975, -2.9740], [3.0978, 2.6928, -0.1531], [-0.7004, -2.0750, 5.2067], [0.7948, 1.3063, 3.9961], [0.0313, 6.2336, 1.2582], [2.3313, 3.9094, -0.4288], [0.1412, -1.6940, 4.1599], [1.6707, -0.3104, 1.0166], [-0.4525, -3.2713, 5.8714], [0.4150, 2.7210, -0.3402], [-2.7314, -1.0887, 2.0439], [3.1748, 4.0673, 5.2523], [-5.1704, -0.7685, -2.6223], [-0.5318, -6.3033, -2.8002], [0.8863, 2.5141, 3.3087], [3.0255, -2.5485, -0.6682], [0.0360, 3.2282, -6.1297], [2.4087, 5.7158, -1.5031], [-2.7383, -1.2644, 6.5368], [-4.4097, -0.3858, 7.5411], [3.7368, 4.5873, -1.7974], [0.5634, -4.8940, -2.5438], [0.6241, -4.1527, 1.0729], [0.9998, 3.8607, -0.3958], [-5.6489, -1.4354, -4.1667], [-0.2842, 2.2337, -6.4472], [-3.4686, -0.6797, -5.1781], [1.8151, 4.4531, 3.2268], [-1.4712, -2.0562, -5.1977], [-3.5779, 1.2933, 2.0791], [-1.7976, -1.1182, 5.5228], [-2.7796, 1.9274, 4.3370], [-3.0807, 2.6760, 0.1095], [-1.6753, 1.8259, -4.8515], [-2.9648, -2.1128, -3.6718], [1.5046, 0.1476, 5.6625], [-1.0234, 0.4013, -5.6021], [-2.7320, -2.1390, 7.1744], [1.1775, -1.6414, -4.4795], [2.7885, -0.4610, 1.3728], [0.2993, 1.3242, -4.1662], [-2.1414, -6.0609, -0.3301], [-5.0301, -0.7236, 1.5676], [2.2551, -2.0983, -1.7344], [2.6757, 2.1456, 0.6825], [2.5071, 3.2956, 4.8944], [4.0783, -2.3052, -0.6242], [-2.7731, 1.0213, 4.9331], [1.4673, -3.6600, 4.4583], [-0.1938, -5.5389, -2.1070], [0.1715, -5.9781, -1.1830], [-2.9810, -1.1082, 1.0568], [0.8807, -2.3541, -1.8217], [-0.9595, 0.6833, -2.5081], [-5.0084, 1.6275, 1.1269], [0.7748, 0.5183, -2.2265], [3.1365, 2.0411, -1.0276], [-4.2435, -0.3691, 0.8959], [-2.7316, -6.3255, -2.0025], [1.8815, -2.1685, 2.9740], [-5.0375, -0.6614, -3.7003], [-3.6855, -0.2734, 6.7464], [-0.3693, 0.7959, 0.5458], [-1.6944, 4.7443, 0.3151], [-3.3689, -4.9597, -1.0352], [-1.4706, -3.8686, 0.1651], [1.2213, -2.4765, 3.7735], [-4.0408, 1.1234, 1.1012], [2.4405, -3.2858, 0.3462], [0.5265, 7.0770, -0.2176], [2.4199, 2.0877, 5.5768], [-3.7042, 0.8705, 5.9528], [-1.7550, -4.2896, -2.6213], [3.6953, 5.5195, -0.2896], [1.6960, 6.1102, 0.6873], [4.3171, -0.6715, 1.8651], [-3.5765, -0.7819, -4.0951], [-1.2601, -3.4086, -4.1754], [0.8295, -4.9767, 6.0264], [1.2464, 1.0128, -4.6182], [-1.4012, -4.7136, -1.7592], [0.6286, -4.0555, 5.4969], [-1.7718, -2.7580, -1.1768], [0.2711, 4.9945, -0.4149]], "mulliken_charge": [0.1226, -0.0965, 0.8111, -0.7390, 0.4198, -0.2540, -1.2263, -1.3127, 0.3576, 0.2104, 0.0346, 0.4322, 1.1567, 0.0287, 0.4233, -0.9989, 0.4137, 0.4402, -0.3544, -1.6568, 0.4366, -0.2578, 0.2225, 0.3339, -0.3175, 0.4953, 0.5127, -0.1584, 0.4509, 0.3532, 0.1508, 0.4366, 0.3360, 0.4943, -0.9816, 0.6171, -0.7144, 0.6399, 0.8788, 0.3789, 0.2562, -0.3857, -0.7306, -0.7262, 0.2554, -0.2472, 0.4309, 0.1679, 0.4372, 0.0294, -1.1322, 0.3411, 0.4115, -0.4552, 0.4257, 0.4251, 0.3221, 0.5741, -0.1556, 0.4067, -1.5529, 0.3329, 0.4691, 0.6731, -0.0143, 0.3233, 0.4950, 0.0518, 0.2592, 0.0388, 0.5027, -0.0176, 0.4491, -0.1696, -0.3008, -1.3755, 0.3970, 0.4769, -0.7623, -0.0722, -0.6240, 0.5871, -0.9836, -0.7290, -0.8700, 0.4221, -0.0078, 0.2805, 0.0998, 0.4952, -0.3924, 0.2918, -0.5743, 0.4226, -0.1140, -1.4746, -0.8068, 2.9724, 0.2779, 0.3283, 0.6613, 0.1985, -0.2240, -1.0851, 0.3007, -0.8385, -0.8549, 0.1935, 0.3823, 0.4220, -0.2532, 0.2422, 0.7257, 0.4088, 0.4333, 0.0995, -0.9287, -0.9860, 0.1269]}

=====

{"formula": "C3H5PS", "method": "ωB97M-V/def2-TZVPD", "orbital_gap_ev": 8.079, "de_lowest_ev": 3.019, "energy_ha": -856.70544, "total_charge": 0, "smiles": "P/C=C/C=S", "homo_energy_ha": -0.3186, "symbols": ["H", "H", "C", "H", "S", "H", "C", "C", "H", "P"], "coordinates": [[-1.4380, -1.3288, -0.1076], [-0.9678, -0.7325, -2.9818], [-0.8371, -0.6587, -0.5953], [0.5246, 0.9435, -0.7356], [-2.3660, 0.8951, -2.0058], [0.5551, -0.8057, 2.3649], [-1.2362, -0.2972, -1.9809], [0.0283, 0.2941, -0.1249], [1.0819, -1.8420, 0.8616], [1.1084, -0.3744, 1.1336]], "nbo_charge": [0.2268, 0.2344, -0.1588, 0.2208, 0.0592, -0.0085, -0.3010, -0.5107, -0.0332, 0.2711]}